a:
{
  "formula": "C6H8N2",
  "method": "wB97M-V/def2-TZVPD",
  "species": ["C", "C", "C", "C", "C", "C", "H", "H", "H", "H", "H", "H", "H", "H", "N", "N"],
  "xyz": [[0.7549, 1.8338, -1.3578], [0.2454, 0.7640, -0.7271], [-1.1801, 0.2982, -0.8129], [-1.9192, -0.6636, 0.1080], [-1.0958, -1.2853, 0.9311], [0.8773, -0.1196, 0.3366], [1.9673, 2.0011, -1.6978], [0.1664, 2.3531, -2.0557], [-1.4043, -0.0834, -1.8901], [-1.5847, 1.2467, -0.5062], [-2.9722, -0.7822, -0.3519], [-1.3879, -2.0884, 1.6805], [0.7997, -1.7543, 1.5523], [2.2871, 0.1522, 1.9398], [0.2778, -1.1642, 0.8136], [2.0126, 0.3056, 0.6809]],
  "multiplicity": 1
}

b:
{
  "formula": "C6H8N2",
  "method": "wB97M-V/def2-TZVPD",
  "species": ["C", "C", "C", "C", "C", "N", "N", "C", "H", "H", "H", "H", "H", "H", "H", "H"],
  "xyz": [[-0.5859, -1.8332, -2.5697], [-0.3855, -1.3882, -1.4619], [-0.1602, -0.7126, 0.0720], [-0.4730, -1.6676, 1.1543], [0.0230, 0.5548, -0.1491], [0.4395, 1.3941, -1.1216], [0.1664, 1.0248, 1.4581], [0.7300, 2.1327, 1.6391], [-0.6925, -2.2513, -3.5337], [-0.4861, -1.1506, 2.1099], [-1.4394, -2.1360, 0.9703], [0.2770, -2.4592, 1.1623], [-0.1093, 2.2336, -1.2449], [0.7760, 0.9680, -1.9734], [0.7502, 2.5448, 2.6470], [1.1697, 2.7459, 0.8412]],
  "multiplicity": 1,
  "smiles": "C#C/C(C)=C(\\N)N=C"
}

c:
{
  "formula": "C6H8N2",
  "method": "wB97M-V/def2-TZVPD",
  "species": ["C", "C", "C", "N", "C", "C", "N", "C", "H", "H", "H", "H", "H", "H", "H", "H"],
  "xyz": [[-2.0404, 0.7548, 0.0246], [-0.6990, 0.8675, 0.0252], [-0.1555, -0.5135, -0.0059], [1.1991, -0.8209, -0.1065], [2.2034, -0.1882, 0.7205], [2.1265, 0.1181, -0.7579], [-1.0322, -1.4256, -0.1328], [-2.3468, -0.7186, -0.0406], [-2.7345, 1.6427, 0.0210], [-0.1901, 1.8217, 0.1293], [2.9822, -0.8801, 1.0809], [1.8150, 0.5858, 1.4633], [2.8887, -0.2856, -1.3993], [1.7414, 1.0944, -1.0470], [-2.9610, -0.9723, -0.8879], [-2.7968, -1.0803, 0.9129]],
  "multiplicity": 1,
  "smiles": "C1=CC(N2CC2)=NC1"
}

d:
{
  "formula": "C6H8N2",
  "method": "wB97M-V/def2-TZVPD",
  "species": ["C", "C", "C", "C", "N", "N", "C", "C", "H", "H", "H", "H", "H", "H", "H", "H"],
  "xyz": [[3.0621, -0.4720, -0.0769], [1.7158, 0.1245, -0.2635], [0.8334, 1.0485, -0.1977], [-0.3952, 1.7837, 0.2089], [-1.5613, 1.5170, -0.1548], [-1.5190, 0.1179, -0.7048], [-1.3300, -0.8115, 0.5390], [-2.6846, -0.7444, -0.1798], [2.9298, -1.4518, -0.4784], [3.5318, 0.3486, -0.8886], [3.7862, -0.3107, 0.8555], [-0.0393, 2.8369, 0.4119], [-1.0888, -0.4878, 1.4585], [-0.6480, -1.7455, 0.2157], [-2.9301, -1.5549, -1.0605], [-3.6629, -0.1986, 0.3156]],
  "multiplicity": 1,
  "smiles": "CC#C/C=N\\N1CC1"
}

What should be chosen as the least stable of them? Choose d.

a:
{
  "formula": "C16H56O12",
  "method": "wB97M-V/def2-TZVPD",
  "species": ["C", "C", "O", "H", "H", "H", "H", "H", "H", "C", "C", "O", "H", "H", "H", "H", "H", "H", "C", "C", "O", "H", "H", "H", "H", "H", "H", "C", "C", "O", "H", "H", "H", "H", "H", "H", "C", "O", "H", "H", "H", "H", "C", "O", "H", "H", "H", "H", "C", "O", "H", "H", "H", "H", "C", "O", "H", "H", "H", "H", "C", "O", "H", "H", "H", "H", "C", "O", "H", "H", "H", "H", "C", "O", "H", "H", "H", "H", "C", "O", "H", "H", "H", "H"],
  "xyz": [[9.3200, -0.8940, 7.8080], [8.9370, 0.2520, 8.6410], [9.2610, 0.0220, 9.9920], [8.6970, -1.7340, 7.9660], [10.2290, -1.2960, 8.1530], [9.3810, -0.5880, 6.8170], [7.9130, 0.7040, 8.4900], [9.5000, 1.1820, 8.4350], [8.7300, -0.7600, 10.2790], [14.0030, 4.6720, 8.6840], [14.6690, 4.1760, 9.9670], [15.1920, 5.3230, 10.6840], [14.6840, 4.9160, 7.9320], [13.3860, 5.5120, 8.9690], [13.4310, 3.8540, 8.1890], [15.2900, 3.3190, 9.8600], [13.8580, 3.7930, 10.6090], [15.1450, 5.1380, 11.5900], [13.3480, -2.3640, 11.4090], [12.9580, -1.0040, 10.7690], [11.7110, -1.0500, 10.0190], [13.3620, -3.1100, 10.6360], [12.6320, -2.6600, 12.1410], [14.3720, -2.2090, 11.7560], [13.6910, -0.6840, 10.0800], [12.9160, -0.2440, 11.5980], [11.6820, -0.2400, 9.5180], [10.2680, 4.0390, 8.8210], [10.7540, 3.8670, 10.2270], [11.4360, 2.6550, 10.3000], [9.5550, 3.2930, 8.5190], [11.0500, 3.8040, 8.1290], [9.9640, 5.0480, 8.6040], [9.9150, 3.6670, 10.8740], [11.2890, 4.7430, 10.5570], [11.5300, 2.4110, 11.2680], [15.9230, 0.4910, 9.8610], [16.2190, -0.0220, 11.0730], [14.9630, 1.0670, 9.8450], [15.7840, -0.2070, 8.9960], [16.6630, 1.1820, 9.5280], [17.1930, -0.2170, 11.1030], [10.3040, 2.7960, 5.3950], [9.4070, 3.9050, 5.6140], [10.3840, 2.1590, 6.3400], [11.2600, 3.1560, 5.0850], [9.9870, 2.0220, 4.6380], [8.4720, 3.6580, 5.6700], [15.8270, 2.1790, 5.9190], [16.4690, 3.0300, 6.8420], [16.5260, 1.7690, 5.1790], [14.9790, 2.6930, 5.4460], [15.3860, 1.3160, 6.3690], [17.2460, 2.6240, 7.2470], [12.8100, 1.0860, 7.5220], [12.6950, -0.2480, 7.3220], [12.7320, 1.5610, 6.5590], [13.7890, 1.2550, 7.9430], [12.0940, 1.4410, 8.1500], [13.5580, -0.6040, 7.1630], [11.3480, -1.4010, 3.7530], [11.1810, -0.4130, 4.7210], [12.4040, -1.4670, 3.4150], [10.7220, -1.0760, 2.9550], [11.1900, -2.4800, 4.0990], [11.4630, -0.8530, 5.4980], [13.4140, 1.1540, 2.6400], [12.9260, 1.5420, 3.9040], [14.0490, 0.2810, 2.6630], [14.1200, 1.9040, 2.3380], [12.7620, 1.1210, 1.8100], [12.2490, 0.8770, 4.2990], [14.7160, -1.3810, 5.2810], [15.1980, -1.3430, 6.5740], [14.2740, -2.3540, 4.9520], [15.4680, -1.1330, 4.5370], [13.8850, -0.7270, 5.2190], [16.0710, -1.7850, 6.6400], [11.7570, -3.4420, 6.8440], [12.0650, -3.2360, 8.2080], [11.5940, -4.4740, 6.6340], [12.5500, -2.9920, 6.1650], [10.9620, -2.8410, 6.5080], [11.8820, -2.3420, 8.3970]],
  "multiplicity": 1,
  "smiles": "CCO.CCO.CCO.CCO.CO.CO.CO.CO.CO.CO.CO.CO"
}

b:
{
  "formula": "C16H56O12",
  "method": "wB97M-V/def2-TZVPD",
  "species": ["C", "C", "O", "H", "H", "H", "H", "H", "H", "C", "C", "O", "H", "H", "H", "H", "H", "H", "C", "C", "O", "H", "H", "H", "H", "H", "H", "C", "C", "O", "H", "H", "H", "H", "H", "H", "C", "O", "H", "H", "H", "H", "C", "O", "H", "H", "H", "H", "C", "O", "H", "H", "H", "H", "C", "O", "H", "H", "H", "H", "C", "O", "H", "H", "H", "H", "C", "O", "H", "H", "H", "H", "C", "O", "H", "H", "H", "H", "C", "O", "H", "H", "H", "H"],
  "xyz": [[0.2658, 31.1093, -2.4931], [0.9660, 29.9126, -1.8701], [0.6589, 29.9582, -0.5061], [-0.7808, 31.1096, -2.1987], [0.1927, 31.0337, -3.5547], [0.7831, 32.0601, -2.1543], [2.0367, 29.8808, -2.1392], [0.4826, 29.0472, -2.2877], [1.3788, 30.4259, -0.0375], [-2.3019, 30.1974, -10.3697], [-1.1891, 29.3835, -11.0093], [-0.2839, 30.2882, -11.5779], [-2.7801, 30.8571, -11.1663], [-1.9010, 30.8398, -9.5295], [-3.1063, 29.4747, -10.1186], [-1.6035, 28.7232, -11.7764], [-0.7038, 28.6741, -10.2616], [0.1347, 29.8279, -12.3049], [-5.0682, 28.0091, -4.6919], [-6.1765, 27.7773, -5.6371], [-6.2511, 26.4652, -6.1925], [-5.2998, 27.3971, -3.8786], [-5.0533, 29.0260, -4.4912], [-4.1179, 27.6310, -5.1068], [-6.0832, 28.4461, -6.4779], [-7.1529, 27.9895, -5.2497], [-5.4580, 26.1306, -6.6088], [-1.7349, 31.4843, -4.9652], [-2.7545, 31.7586, -6.0554], [-3.8315, 30.9358, -5.8125], [-1.4317, 30.4533, -4.9446], [-2.0617, 31.7426, -3.9412], [-0.8736, 32.0381, -5.2345], [-2.3078, 31.3482, -6.9804], [-3.0799, 32.7558, -5.9949], [-4.1126, 30.5127, -6.6175], [1.3888, 28.4899, -5.3362], [2.5467, 28.0623, -4.7127], [0.6194, 28.5761, -4.5970], [1.2370, 27.8855, -6.2145], [1.6931, 29.4991, -5.6778], [2.2837, 27.6400, -3.9133], [-2.2559, 27.8292, -2.7493], [-2.2055, 28.4599, -1.5308], [-1.2120, 27.7047, -3.0875], [-2.7384, 28.4332, -3.4944], [-2.8307, 26.9260, -2.6777], [-1.5618, 27.9859, -0.9834], [-5.6999, 30.4015, -8.6362], [-4.5866, 29.7353, -8.0786], [-5.3901, 30.8190, -9.5857], [-6.1337, 31.1351, -7.9296], [-6.4193, 29.5838, -8.8575], [-4.5557, 28.8315, -8.5132], [-1.4673, 28.5617, -7.1720], [-1.9766, 28.4650, -5.8958], [-2.2402, 28.7565, -7.8625], [-0.9824, 27.7166, -7.5003], [-0.7098, 29.2922, -7.2788], [-2.6386, 29.1617, -5.7832], [-7.4686, 31.6086, -4.8989], [-7.4140, 30.3621, -4.3094], [-6.7535, 31.6333, -5.7454], [-7.1750, 32.4135, -4.2449], [-8.4614, 31.9390, -5.2388], [-7.7169, 30.3667, -3.3817], [2.6791, 32.0824, -4.8506], [3.2387, 30.9023, -4.4151], [3.1530, 32.4421, -5.7591], [2.9036, 32.8013, -4.0707], [1.6133, 32.0220, -4.9770], [3.3205, 30.2818, -5.1320], [-4.8777, 30.9379, -2.4004], [-4.7461, 31.9191, -3.4035], [-3.9782, 30.2775, -2.4136], [-5.7639, 30.3169, -2.4518], [-4.9123, 31.3892, -1.4402], [-4.3738, 31.4401, -4.1616], [0.6410, 31.8465, -8.8186], [1.0621, 31.3450, -7.4959], [0.7045, 31.1519, -9.5839], [1.2838, 32.6632, -9.2393], [-0.3762, 32.1067, -8.8165], [1.6373, 30.5935, -7.6492]],
  "multiplicity": 1,
  "smiles": "CCO.CCO.CCO.CCO.CO.CO.CO.CO.CO.CO.CO.CO"
}

c:
{
  "formula": "C16H56O12",
  "method": "wB97M-V/def2-TZVPD",
  "species": ["C", "C", "O", "H", "H", "H", "H", "H", "H", "C", "C", "O", "H", "H", "H", "H", "H", "H", "C", "C", "O", "H", "H", "H", "H", "H", "H", "C", "C", "O", "H", "H", "H", "H", "H", "H", "C", "C", "O", "H", "H", "H", "H", "H", "H", "C", "C", "O", "H", "H", "H", "H", "H", "H", "C", "O", "H", "H", "H", "H", "C", "O", "H", "H", "H", "H", "C", "O", "H", "H", "H", "H", "C", "O", "H", "H", "H", "H", "O", "H", "H", "O", "H", "H"],
  "xyz": [[-2.3519, -4.1487, 0.1475], [-1.2352, -3.3425, 0.7683], [-1.1976, -3.4524, 2.1781], [-2.3431, -5.1905, 0.4641], [-2.2225, -4.0897, -0.9357], [-3.3462, -3.7464, 0.3492], [-1.3160, -2.2805, 0.4938], [-0.2888, -3.6425, 0.2918], [-0.4524, -2.9127, 2.4918], [-0.1000, -0.1472, 3.5626], [0.6640, -1.2655, 4.2310], [1.1514, -2.1568, 3.1940], [0.5687, 0.3513, 2.8639], [-0.4489, 0.5651, 4.3130], [-1.0173, -0.5279, 3.1079], [0.0358, -1.8498, 4.9112], [1.5105, -0.8362, 4.7767], [1.6943, -2.8197, 3.6421], [4.7204, -1.5671, -0.0192], [3.7507, -2.0706, 1.0257], [2.4526, -1.5266, 0.7475], [4.5066, -1.9676, -1.0100], [5.7079, -1.8901, 0.3210], [4.6904, -0.4824, -0.0909], [4.0512, -1.6838, 2.0121], [3.7872, -3.1524, 1.2002], [1.9062, -1.6629, 1.5452], [2.3766, -3.1196, -3.6521], [1.4078, -3.1125, -2.4875], [1.3600, -1.8150, -1.8697], [2.0909, -2.3975, -4.4159], [2.3167, -4.1138, -4.1059], [3.3790, -2.8980, -3.2876], [1.6277, -3.9480, -1.8152], [0.3954, -3.3293, -2.8490], [1.8398, -1.9002, -1.0254], [-3.8014, 3.1579, -0.8501], [-4.6262, 3.5951, 0.3507], [-5.9681, 3.1599, 0.1647], [-4.2408, 3.6554, -1.7195], [-3.8561, 2.0868, -1.0343], [-2.7825, 3.5256, -0.7557], [-4.6016, 4.6881, 0.4120], [-4.1712, 3.1743, 1.2506], [-6.4520, 3.3395, 0.9760], [-2.0780, -1.2126, -2.7913], [-1.5621, -0.2267, -3.8271], [-0.2428, -0.4901, -4.3047], [-3.1366, -0.9543, -2.6775], [-1.6406, -1.0429, -1.8071], [-1.9727, -2.2636, -3.0536], [-1.6267, 0.7698, -3.3652], [-2.1852, -0.1630, -4.7193], [0.2426, -0.8860, -3.5703], [-2.9310, 1.4373, 3.0207], [-1.9422, 2.1206, 2.2672], [-3.7942, 2.0911, 3.1545], [-3.2776, 0.5679, 2.4559], [-2.5188, 1.1178, 3.9749], [-1.7881, 1.7436, 1.3764], [0.0268, 0.3251, -0.0200], [-1.1354, 1.1477, -0.1500], [0.7413, 0.5491, -0.8130], [0.5526, 0.5225, 0.9173], [-0.1641, -0.7487, 0.0048], [-1.2083, 1.2685, -1.1084], [3.0901, 2.0739, -0.1658], [4.0967, 2.7451, 0.5973], [2.1090, 2.5478, -0.0987], [3.2895, 2.0387, -1.2383], [2.9273, 1.0894, 0.2823], [4.9059, 2.5852, 0.1022], [0.4748, 2.9563, -3.2024], [-0.6948, 3.0367, -2.3777], [1.3515, 2.9387, -2.5575], [0.4151, 2.0410, -3.7872], [0.5537, 3.7992, -3.8890], [-0.4389, 3.4851, -1.5685], [0.5448, 3.2916, 1.6968], [0.3314, 3.7373, 0.8735], [-0.3239, 3.1112, 2.1116], [2.5733, 2.2017, 3.1909], [3.3904, 2.1229, 2.6828], [1.8733, 2.2726, 2.5150]],
  "multiplicity": 1,
  "smiles": "CCO.CCO.CCO.CCO.CCO.CCO.CO.CO.CO.CO.O.O"
}

What should be chosen as the least stable of them? Choose a.

a:
{
  "formula": "CH5NS",
  "method": "wB97M-V/def2-TZVPD",
  "species": ["C", "N", "H", "H", "H", "H", "S", "H"],
  "xyz": [[-0.7713, 1.7628, -0.3733], [0.4165, 1.3428, -0.2867], [-1.5873, 1.0508, -0.3428], [-0.9639, 2.8277, -0.4839], [1.1722, 2.0241, -0.2244], [0.4222, 0.0628, 0.0307], [0.1614, -1.5179, 0.2454], [0.1412, -1.4391, 1.5869]],
  "multiplicity": 1
}

b:
{
  "formula": "CH5NS",
  "method": "wB97M-V/def2-TZVPD",
  "species": ["C", "N", "H", "H", "H", "S", "H", "H"],
  "xyz": [[-1.2620, 0.2439, 1.1789], [-1.4941, 0.6119, -0.0107], [-0.9190, -0.8031, 1.3290], [-1.4036, 0.7332, 2.1475], [-0.9289, 1.3485, -0.4229], [2.3022, -0.6277, -0.8430], [2.4627, -0.1179, -2.1066], [1.2427, -1.3887, -1.2721]],
  "multiplicity": 1,
  "smiles": "C=N.S"
}

What should be chosen as the least stable of them? Choose b.

a:
{
  "formula": "H4N2O2P",
  "method": "wB97M-V/def2-TZVPD",
  "species": ["N", "N", "P", "O", "O", "H", "H", "H", "H"],
  "xyz": [[-1.3873, 0.2376, 0.2480], [-0.1351, 0.7756, 0.2975], [1.1217, -0.2636, -0.2807], [0.8234, -1.8732, 0.5006], [2.3821, 0.4580, -0.1365], [-1.7860, 0.1629, -0.7428], [-1.4330, -0.7176, 0.6638], [-0.0506, 1.4746, 1.0968], [0.4648, -0.2543, -1.6466]],
  "multiplicity": 1,
  "charge": -1,
  "smiles": "NN[P@H](=O)[O-]"
}

b:
{
  "formula": "H4N2O2P",
  "method": "wB97M-V/def2-TZVPD",
  "species": ["N", "P", "N", "O", "O", "H", "H", "H", "H"],
  "xyz": [[-0.7620, 0.5899, -0.9406], [-0.3290, -0.6194, 0.3533], [1.3519, -0.0310, 0.5296], [-0.3150, -1.9782, -0.3374], [-1.0991, -0.2743, 1.5927], [-1.7820, 0.6211, -0.8667], [-0.5061, 1.4533, -0.6097], [1.5401, 0.9649, 0.3705], [1.9013, -0.7263, -0.0917]],
  "multiplicity": 1,
  "charge": -1,
  "smiles": "NP(N)(=O)[O-]"
}

What should be chosen as the least stable of them? Choose a.